Here is 12 unconnected molecules or ions with the total composition C54H117N3O9 in a non-equilibrium geometry from OMol25. Energies are from wB97M-V/def2-TZVPD.

SMILES string	CCN(CC)CC.CCN(CC)CC.CCN(CC)CC.C1CCOC1.C1CCOC1.C1CCOC1.C1CCOC1.C1CCOC1.C1CCOC1.C1CCOC1.C1CCOC1.C1CCOC1
energy above the lowest of the compared OMol25 structures with the same formula, charge and spin	162.25	kcal/mol
frontier orbital gap	0.30153	Eh
DFT total energy	-80781.580	eV

The geometry in XYZ format:
```
183
Properties=species:S:1:pos:R:3:forces:R:3
C 0.76935 -3.00738 21.66230 0.0 1.5 -1.4
H -5.68756 -3.45617 9.18817 -0.2 0.3 0.5
H -9.06842 4.38514 9.17160 0.5 -0.1 0.0
H -5.58483 -1.30209 14.23207 -0.4 -0.1 -0.6
H -8.83400 6.37312 12.23077 -0.3 0.3 0.2
C 1.07115 -3.54201 23.06937 -0.9 0.7 -1.8
C 4.21685 -4.16743 14.95735 1.1 1.6 -0.5
C 3.65371 4.18282 9.27848 0.6 1.9 0.5
H -9.43383 5.54459 10.37951 0.0 0.3 -0.3
C -11.30365 -1.53830 16.77443 -1.0 -0.9 -0.8
C -6.63306 -3.36107 8.65423 1.6 0.8 -1.5
C 4.47352 4.32089 8.01511 -0.5 -0.5 -0.9
C -1.25602 -7.86583 12.80479 1.6 2.6 -1.0
H 3.76061 4.16775 7.20491 0.3 -0.5 -0.4
H 3.08472 -3.10404 23.60333 0.4 0.6 -0.4
H -2.44782 -9.51624 12.37017 0.0 -0.6 0.3
H -7.02423 -9.05379 16.12575 -0.4 0.2 -0.3
H -8.20577 2.98630 11.24947 -0.2 -0.4 0.2
H -11.05376 -0.78500 12.75699 0.3 -0.4 -0.3
H -2.91558 1.08028 14.72884 -0.7 0.0 0.3
H -0.27849 -10.55109 14.14724 -0.1 0.0 0.5
H -11.42514 0.46672 16.33909 0.3 0.5 0.2
N -7.38070 5.32940 10.12951 0.5 -0.2 0.6
H 4.40658 -5.16099 14.55122 -1.4 -0.3 0.1
H 5.86369 -2.86157 14.07824 0.3 -0.9 0.1
H 1.90509 -2.19186 24.56325 0.1 -0.4 0.2
C 2.39499 -3.30360 5.85377 1.7 -0.2 0.7
C -1.25856 8.88731 14.26621 0.1 -0.2 -1.4
H -7.44223 -4.70814 10.07590 -0.8 0.1 0.2
H -1.30062 1.07955 14.58805 0.8 -0.9 -0.1
C -5.94350 0.11872 22.21326 2.0 0.3 0.0
C 2.12704 -2.58452 23.57095 -0.6 0.5 0.0
H -3.07307 0.70858 12.16149 -0.8 -0.3 0.1
H -7.45483 -5.36986 16.81143 0.2 0.4 0.0
C -0.35630 7.41677 12.56226 0.5 -0.2 -1.3
H -1.73840 0.31333 16.92852 0.3 0.6 -0.3
H -8.09394 7.76187 11.42875 0.3 0.0 0.1
H -0.56319 -6.66058 14.55643 0.4 0.4 -0.6
H -6.16309 -7.74836 16.93925 0.6 -0.3 -0.2
H 3.74189 1.67007 8.42257 0.3 -0.2 -1.0
H -5.09866 -0.47678 22.55928 0.2 0.3 0.3
C -13.65396 -3.51814 17.06320 -0.3 0.7 0.1
H 5.74192 2.85047 7.16784 0.0 -0.5 0.0
H -2.16818 -7.27232 12.86642 0.0 -0.2 0.0
H -6.30835 3.46268 10.21613 -0.7 -0.5 0.6
C -8.12199 -5.97703 16.19960 1.5 -0.1 -1.8
H 4.71797 -3.65434 12.95729 0.2 0.2 -0.1
C -10.91224 -1.30852 13.70250 -0.8 0.6 0.5
H -14.17355 -2.62511 15.22959 0.1 0.5 -0.1
C -6.94165 5.88517 11.46441 -0.2 0.4 -1.9
C -9.04289 3.68406 11.22797 0.4 -0.7 -0.1
H -9.12928 -5.56900 16.28318 0.0 -0.3 -0.1
C -7.57135 -6.13148 14.71453 -1.1 1.3 0.8
H -6.88524 -1.10033 8.23277 0.2 -0.4 -0.3
H -10.31427 -1.61102 16.32282 0.2 0.1 0.3
H -1.39048 -1.17213 16.18033 -0.1 -0.2 -0.5
H 5.18293 1.29648 9.30876 -0.1 0.3 0.9
C -1.10560 7.42023 13.87868 0.7 -0.2 0.8
C -1.10170 -9.83887 14.20364 -0.4 2.8 -1.4
H -2.02834 6.84349 13.94217 0.2 -0.1 -0.1
C 1.02533 -1.47198 21.76440 -1.2 -1.9 1.2
H -7.26643 -5.20216 14.23339 0.6 0.2 0.4
H 0.14036 -0.99137 22.18148 -0.3 0.1 0.3
H 4.77082 -4.16785 15.89608 -0.2 0.3 0.4
H -0.92115 0.98158 10.97679 0.2 -0.3 -0.1
C -3.51229 -1.47391 13.70316 -0.2 0.5 1.5
N -12.23293 -1.98712 15.72815 -1.3 0.1 -1.9
H 4.92691 5.27121 7.73325 0.1 0.2 0.8
H -5.11693 -0.23232 12.81735 -0.3 -0.1 0.2
H -6.30452 -3.55610 7.63338 -0.2 0.0 -0.3
H -6.95230 0.04490 20.30725 -0.3 0.6 0.3
H -5.50707 -6.78744 14.82345 0.0 -0.1 0.2
H -6.70854 5.06728 12.14617 0.0 0.0 0.3
O -8.95211 -3.63320 8.91259 0.7 -0.6 0.1
O 1.33395 -2.64157 6.45604 -1.5 -0.1 0.9
H -0.22449 -3.19570 21.25619 -0.3 -0.2 0.5
H 0.13165 -3.34207 23.58459 0.1 -1.0 0.5
C -7.34454 -1.97993 8.68381 -0.1 -1.3 0.5
H 2.09422 -3.95966 5.03694 -0.2 0.3 -0.2
C -11.59138 -0.15166 17.22117 0.3 1.1 -0.3
H -6.75083 -0.24385 24.19329 -0.1 -0.1 0.1
C -0.33048 -7.55415 13.97721 -1.0 -1.2 -0.2
C -6.48587 3.93844 8.23959 -0.6 -0.9 -0.8
H -6.58794 -7.84926 13.92818 0.2 -0.3 0.2
H -9.19303 4.06613 12.23771 0.3 0.3 -0.1
H 1.39833 -4.56110 22.86315 -0.3 -0.1 1.1
H 1.14960 -4.90826 7.71321 0.6 -1.0 -0.5
H 0.72371 -7.70501 13.74484 0.3 0.7 -0.3
H -3.05038 -0.58153 16.46331 -0.2 -0.5 -0.4
H -7.40106 3.35519 8.13789 -0.2 0.2 -0.5
C -7.89278 6.89510 12.05831 -0.8 -1.3 0.5
H -5.59063 1.07678 21.83154 0.2 0.1 0.5
O 2.06611 -1.40651 22.73751 1.1 0.5 -0.8
H 0.24556 -2.92918 8.18588 -0.1 -0.4 -0.1
H -9.44041 -1.61387 8.44571 -0.4 -0.4 0.6
H 2.02204 -1.75755 14.79534 -0.4 -0.7 -0.4
H 3.98964 -3.67821 7.34687 -0.2 0.4 0.2
H 3.09678 -1.86392 16.05867 1.0 0.1 0.1
H -7.40094 -2.32040 22.11742 0.3 -0.3 -0.1
H -10.59406 -2.34740 13.61545 -0.2 0.0 -0.3
C -8.75587 4.71957 10.16083 0.2 1.5 0.6
H -0.94216 9.03894 15.29819 -0.5 0.2 0.1
H 3.43919 -5.10660 6.59724 -0.2 -0.1 -0.1
C -6.88206 -7.97342 16.15151 0.0 2.0 0.2
H 1.74879 -2.13630 8.39544 0.4 0.0 0.2
H 0.53426 9.06080 11.52730 0.2 0.7 0.4
H -2.32073 -0.81017 11.58342 -0.3 0.0 0.0
H -7.62431 -5.25631 8.40170 -0.3 0.0 0.0
C 5.42399 3.16648 8.16141 0.0 -1.2 -1.0
H -11.35402 -2.24479 17.60294 0.1 -0.1 -0.1
H 0.36739 6.62108 12.38552 -0.2 -0.5 0.5
H -13.19335 -3.30899 18.02871 0.1 0.0 0.0
C -6.50550 -7.22469 14.81770 -0.8 -0.3 0.0
H -8.43985 -6.34429 14.09121 0.0 -0.9 0.1
H -0.37232 7.11586 14.62551 -0.3 -0.9 0.1
C 0.46640 8.71267 12.55798 -2.2 -0.9 1.6
H 4.65798 -1.06213 14.35063 0.0 0.0 0.1
H -9.96714 3.15439 10.99706 0.1 -0.2 -0.2
H -12.46891 -0.11824 14.59157 -0.1 0.3 0.3
H -12.63054 0.05703 17.47553 0.0 -0.4 0.4
H -0.12459 0.44109 12.49676 0.0 -0.3 -0.2
H -0.74045 -9.78729 12.05015 -0.1 0.0 -0.1
H -14.12095 -1.44496 16.58391 -0.3 0.2 0.0
C 4.56991 2.12879 8.96301 0.6 0.2 -2.0
C -13.62393 -2.29122 16.10967 1.2 -1.4 1.1
H 1.42751 8.52360 13.03611 0.2 0.3 -0.2
H 6.34371 3.41095 8.69288 -0.2 0.1 0.3
H 4.01261 4.98043 9.92895 -0.4 -0.2 0.7
H -1.16816 1.83641 12.43645 0.0 0.1 0.2
H 3.08429 -2.51322 5.55666 0.2 -0.3 -0.7
H 3.70109 -1.61626 13.01187 -0.6 0.0 0.2
C -7.65065 -1.36950 21.64674 -1.0 -0.5 0.6
H -8.53902 -1.50818 21.03057 0.4 -0.3 -0.5
C 4.83448 -3.19169 13.93733 0.6 0.3 -0.3
H -4.80279 0.15681 14.53968 0.4 0.2 -0.2
C 1.28801 -2.97307 7.87047 -0.3 2.5 -0.3
H -5.29776 4.58365 9.73371 -0.1 1.8 0.5
H -14.68916 -3.76805 17.29562 -0.1 -0.1 -0.1
C -12.26472 -1.17967 14.45091 1.6 -0.9 0.9
H 2.29924 -4.57937 8.97865 0.1 0.3 0.0
C -6.36517 4.38486 9.63782 0.3 -0.4 1.0
H -3.50587 -2.30598 12.99910 0.0 0.9 -1.5
C 4.04085 -1.89344 14.00978 0.1 0.2 0.4
O -0.35867 9.55189 13.42364 2.1 1.7 -1.5
O -8.06405 -7.29460 16.62776 -0.9 -1.9 0.5
C 1.98925 -4.26705 7.98142 -0.9 -0.8 0.8
C 3.08195 -4.14398 6.96310 0.3 -0.6 -0.9
H -5.68377 3.21032 8.11888 0.1 0.1 -0.5
C -8.72371 -2.39227 8.18388 0.0 -0.5 0.9
H -5.80325 -1.10844 20.41823 0.2 -0.7 0.6
H -8.92631 -2.56466 7.12684 0.8 -0.1 -0.3
H 1.41407 -3.39057 20.87135 0.4 -0.2 0.3
C -2.05878 -0.31504 16.09749 0.0 -0.2 1.8
N -2.27052 -0.64864 13.63985 -0.3 0.2 0.4
H -10.89903 0.13753 18.01182 -0.2 0.3 0.1
C -4.84295 -0.63556 13.79225 0.8 -1.3 0.1
C -1.04093 0.82560 12.04890 0.3 0.6 0.1
C 2.97180 -2.23282 15.04064 -0.8 0.4 -0.1
H -10.11609 -0.77783 14.22463 0.0 0.1 0.1
C -1.44277 -9.33954 12.75325 0.1 -0.9 0.1
C -6.52152 -0.60721 21.06704 -0.3 -0.3 -2.9
O 3.92694 2.92576 9.89035 -0.5 1.0 1.5
H -0.63684 -7.52254 11.97601 -0.7 0.1 -0.8
O -0.70371 -8.55995 14.83122 -0.6 -3.5 3.1
H -6.05849 6.49533 11.27502 0.5 -0.6 -0.2
H -2.02082 -10.18470 14.67660 0.5 -0.2 0.4
H 2.62596 4.40522 8.99150 -0.4 -0.6 0.6
H -13.07559 -1.53801 13.81673 0.1 -0.3 0.2
H -2.20599 9.34512 13.98178 -0.4 -0.3 0.8
C -2.27470 -0.01476 12.32726 1.1 0.3 0.0
H -6.42098 4.72743 7.49033 -0.1 0.0 0.1
H -13.16931 -4.39318 16.63018 0.0 0.1 -0.1
H -7.16774 1.29313 23.41900 -1.1 -0.2 0.1
C -7.64916 -4.38471 9.05577 -1.3 1.5 -0.3
C -7.02888 0.22537 23.24956 0.0 -0.6 -0.7
H -3.50088 -2.21815 14.49945 0.3 0.8 1.3
O 2.88325 -3.64839 15.08641 0.0 -1.2 -0.1
H 1.11019 -0.97584 20.79757 1.3 0.0 0.1
O -8.12856 -0.49079 22.63442 -0.5 1.5 1.7
H -7.49514 7.12060 13.04783 -0.1 0.6 -0.1
C -2.09755 0.36197 14.78316 -1.0 -0.3 -2.1
H -0.99022 7.36208 11.67725 -0.4 0.3 0.1
H -7.48948 -1.78271 9.74598 -0.1 0.5 0.1
```
Forces are in eV/Å.

Mulliken population analysis, charges in e, atoms 1 to 2: number 1, C, carries -0.64; number 2, H, carries 0.39